[1]
67
Properties=species:S:1:pos:R:3:lowdin_charge:R:1 method="wB97M-V/def2-TZVPD" charge=+2 de_lowest_kcal_mol=718.6 lumo_energy_ev="-7.0 / -6.7" homo_lumo_gap_ev="5.61 / 5.91" e_tot_ev=-120605.0251
C -2.881 -3.632 -1.317 -0.01
H -2.186 -1.532 3.719 0.12
C -0.580 -3.152 2.161 -0.22
N -1.439 -0.204 -1.417 -0.34
C 0.779 3.224 1.562 -0.38
H 4.596 2.201 -1.480 0.17
C 3.414 4.017 -2.032 -0.02
C -2.012 -2.565 -1.082 -0.23
H 3.275 3.770 -3.081 0.12
H 1.391 -1.898 3.165 0.09
H 0.718 3.728 -2.737 0.08
Cl 2.193 -0.777 0.814 0.39
H -0.267 3.046 1.188 0.07
C -0.491 -5.424 2.905 -0.05
H -2.855 0.393 0.038 0.10
N 2.194 4.866 -1.622 -0.08
H 1.586 6.151 0.087 0.14
C -0.750 -3.571 0.828 -0.21
C 0.505 -1.287 3.313 -0.13
H 0.651 3.676 2.548 0.12
C -3.186 -1.312 -2.811 -0.03
C -3.848 -3.553 -2.307 -0.05
C 2.380 5.444 -0.170 -0.13
Lu -0.238 -0.723 0.452 1.35
H -2.812 -4.525 -0.715 0.10
H 3.349 5.924 -0.022 0.14
H 2.770 0.626 -1.496 0.06
H -0.353 -3.731 4.215 0.12
H 0.186 -1.382 4.353 0.11
N -0.553 -1.718 2.367 -0.38
H -4.504 -4.396 -2.471 0.12
C -2.342 0.818 -0.832 -0.06
H -0.738 -5.274 -0.473 0.12
H -4.737 -2.359 -3.856 0.11
H -0.426 -6.145 3.707 0.12
H -1.756 1.694 -0.541 0.06
C 3.189 2.341 0.217 -0.45
Cl 2.000 2.921 0.756 0.15
H -3.094 1.138 -1.555 0.11
H -1.832 -0.078 2.767 0.10
Si 1.507 1.148 1.409 -0.30
H 4.301 4.633 -1.912 0.13
H -3.339 -0.398 -3.373 0.12
H -0.008 -0.385 -2.948 0.12
N 2.251 4.235 0.357 -0.26
C -2.226 -1.380 -1.818 -0.22
C -0.705 -4.934 0.553 -0.02
C -0.460 -4.068 3.191 -0.01
C -0.587 -5.849 1.588 -0.05
H 2.323 1.703 -2.833 0.10
H 2.555 2.932 1.852 -0.04
C -1.881 -1.174 2.734 -0.04
C -0.705 0.363 -2.566 -0.07
Cl 2.665 1.374 3.192 0.42
N -0.967 -2.522 -0.151 -0.14
H -1.381 0.660 -3.371 0.10
H 0.762 -0.259 3.106 -0.06
P 0.978 2.327 -0.675 0.82
H 0.064 4.640 -1.378 0.09
C 0.882 3.992 -1.693 -0.19
C 2.481 1.642 -1.748 -0.19
C -3.990 -2.408 -3.076 -0.06
N 3.674 2.583 -1.277 0.01
H -2.617 -1.521 2.004 0.10
H -0.172 1.245 -2.243 -0.02
H 3.881 1.586 0.570 0.12
H -0.581 -6.906 1.361 0.12

***

[2]
130
Properties=species:S:1:pos:R:3:lowdin_charge:R:1 method="wB97M-V/def2-TZVPD" charge=+1 de_lowest_kcal_mol=108.0 lumo_energy_ev=-4.9 homo_lumo_gap_ev=3.80 e_tot_ev=-66743.9699
H -0.319 -0.400 -3.199 0.13
C 4.307 -1.101 -1.528 -0.51
H 0.825 -1.855 2.368 0.06
C -0.705 4.490 -0.534 -0.03
C -4.100 -4.019 1.678 -0.05
C 1.554 -2.905 -0.025 -0.06
H 2.290 -3.670 -0.237 0.14
H -0.368 -3.861 -0.244 0.09
C -0.088 5.752 -0.516 -0.04
C -6.966 2.987 -0.988 -0.04
C -0.863 2.207 -1.830 -0.02
C 0.220 -2.983 -0.068 -0.05
H -2.099 -5.568 2.322 0.09
C 1.273 5.173 -2.435 0.01
C -2.695 -3.916 1.061 -0.55
C 1.750 1.406 0.394 -0.21
H 6.669 -0.276 2.389 0.12
H 3.479 1.789 3.318 0.11
H -4.806 0.284 -3.304 0.11
C 0.637 3.935 -2.471 -0.13
C 5.728 -0.637 1.967 -0.05
C -2.100 0.827 1.378 -0.47
H 4.268 -3.129 4.614 0.09
C 0.755 -0.816 0.318 -0.13
H -6.202 0.044 -0.913 0.10
C -2.929 1.277 -2.968 -0.01
C 4.294 -0.987 0.025 -0.08
H -2.481 -6.035 0.645 0.09
C -1.595 -1.788 4.016 -0.09
C 0.071 0.522 -3.641 -0.04
C 0.647 0.507 -4.924 -0.06
H 2.247 2.414 -1.455 0.10
H -7.117 3.906 -1.566 0.09
C 4.980 -2.436 -1.867 -0.03
C -5.055 2.227 -2.319 -0.22
H 1.366 -1.029 3.826 0.10
C -1.923 -2.839 1.843 -0.11
C 3.554 -1.657 2.258 -0.07
H -1.973 -3.474 -0.969 0.06
H -1.282 1.337 -0.675 0.06
H 0.598 -0.409 -5.510 0.11
C 5.142 0.045 -2.119 -0.05
H 5.005 3.027 1.799 0.11
C -0.002 1.744 -2.969 -0.15
H -0.389 6.481 0.238 0.11
H -3.083 1.141 -0.529 0.09
C 3.245 -1.358 0.892 -0.07
C 5.525 -0.639 0.598 -0.04
H -1.501 -1.855 5.100 0.12
H -0.946 -5.226 1.027 0.07
H -2.016 -0.302 -0.527 0.11
H -6.403 3.244 -0.074 0.10
H 1.468 0.672 2.414 0.10
C 0.898 6.090 -1.452 -0.05
C 0.738 0.509 -0.176 -0.04
H 2.608 -3.346 5.184 0.09
C 1.409 2.794 -4.672 0.01
H 5.129 -2.538 -2.947 0.09
H 3.277 -1.711 5.092 0.09
C -1.356 -1.669 1.273 -0.10
C 2.939 -1.035 -2.195 -0.04
H -4.158 0.086 1.559 0.09
H -2.571 4.538 -2.144 0.12
C -2.904 -3.562 -0.412 -0.05
H 1.912 -4.130 1.830 0.05
C -2.011 -5.268 1.272 -0.04
H 3.634 -4.318 2.241 0.10
H -0.850 2.590 1.024 0.05
N -0.347 -1.730 0.247 0.06
C 0.764 2.844 -3.439 -0.12
H -4.035 1.864 1.405 0.08
C -1.561 -0.459 1.996 -0.13
C 2.650 -4.017 2.627 -0.03
C -4.309 1.182 -2.936 0.00
H -2.122 -3.858 3.740 0.12
H 2.366 -4.710 3.427 0.09
H 4.860 1.003 -1.665 0.08
H 1.352 7.082 -1.426 0.11
C -0.296 3.546 -1.473 -0.14
H 4.371 -3.282 -1.527 0.08
H 0.693 -2.675 3.904 0.09
H -4.633 -3.067 1.572 0.09
C 2.077 1.306 1.770 -0.05
H -1.531 4.281 0.146 0.12
C 3.263 -2.689 4.597 -0.07
H 6.215 -0.120 -1.977 0.08
H 1.974 3.664 -5.003 0.12
H -4.682 -4.792 1.164 0.09
C -3.569 0.972 1.849 -0.03
H 3.061 -0.832 -3.270 0.09
H 2.378 -1.968 -2.110 0.08
C 3.693 2.849 0.086 -0.08
H -4.069 -4.275 2.741 0.08
N 1.918 -1.615 0.364 0.04
H 4.300 3.478 -0.566 0.11
H -1.372 0.376 3.973 0.13
C -2.135 0.720 -0.142 0.01
H 1.638 1.632 -6.482 0.11
C -3.039 3.561 -2.237 0.01
C 4.060 2.636 1.417 -0.08
H 0.499 0.546 -1.237 0.08
H 4.927 -1.167 3.872 0.11
H -0.526 1.784 2.571 0.08
C -1.471 -0.544 3.388 -0.05
H 2.348 -0.211 -1.788 0.06
H -7.827 0.663 -1.335 0.09
H 2.043 5.380 -3.172 0.12
N -6.291 1.985 -1.794 -0.16
H -5.026 4.380 -1.982 0.11
H -3.450 -2.613 -0.500 0.09
H -3.625 1.061 2.944 0.10
C 2.707 -2.586 3.173 -0.52
C -2.264 2.394 -2.388 -0.17
H -2.358 0.458 -3.399 0.11
C -4.427 3.492 -2.195 0.01
C -1.317 2.055 1.859 -0.01
C 3.216 1.917 2.268 -0.07
C -1.889 -2.914 3.246 -0.04
H -1.996 2.756 2.352 0.09
C 1.327 -2.003 3.321 -0.05
C 4.735 -1.136 2.798 -0.04
H -3.497 -4.361 -0.875 0.09
H -7.943 2.580 -0.693 0.09
C 2.540 2.250 -0.411 -0.04
H 6.359 -0.358 -0.045 0.11
H -6.718 0.103 -2.620 0.09
H 4.971 0.123 -3.200 0.09
H 5.959 -2.516 -1.376 0.09
C 1.259 1.646 -5.456 -0.05
C -6.779 0.626 -1.657 -0.04

***

[3]
90
Properties=species:S:1:pos:R:3:lowdin_charge:R:1 method="wB97M-V/def2-TZVPD" charge=-1 lumo_energy_ev=2.1 homo_lumo_gap_ev=4.94 e_tot_ev=-52412.0704
H 4.577 3.874 -0.533 0.08
H 2.920 4.157 1.294 0.14
H -7.071 0.403 -0.795 0.08
H -7.989 -2.563 5.235 0.07
H 5.494 -4.620 -4.165 0.08
H -0.338 -5.213 -2.912 0.08
H -7.615 2.305 -4.011 0.07
H 5.545 -7.617 -3.227 0.08
H -0.890 -2.502 1.612 0.00
C 1.394 0.043 0.736 -0.19
H 1.750 3.385 -1.152 0.09
N -4.534 1.037 1.455 -0.14
H 8.228 6.480 2.801 0.08
H -7.830 -0.951 3.311 0.14
H 1.089 -0.035 -0.304 0.06
H -5.811 0.747 -1.965 0.08
H -6.022 2.855 -3.459 0.08
H 1.256 -4.662 -2.356 0.06
H 5.021 -7.074 -4.832 0.08
H -6.767 -0.291 5.490 0.07
H -5.250 -1.041 4.953 0.08
H 0.755 5.281 0.834 0.08
C -6.170 -0.556 4.614 -0.06
H -0.803 -1.646 0.016 0.00
H -5.266 1.638 1.102 -0.06
Al -2.863 1.244 0.566 -0.09
H -8.415 2.323 -1.627 0.13
H 0.208 1.796 1.082 0.01
O 6.113 6.353 1.146 -0.07
H -5.733 2.990 -1.051 0.08
O 0.616 -4.551 0.243 -0.05
H 2.384 0.505 0.795 0.04
C 0.421 -6.747 -0.730 -0.07
C -7.356 -2.762 4.367 -0.07
C -7.349 2.265 -1.856 -0.50
H 3.247 -5.664 -3.747 0.13
H 7.273 4.885 0.370 0.14
C 4.123 -5.986 -3.183 -0.50
H 4.429 -6.546 -1.339 0.09
H 0.791 1.097 2.583 0.04
H -7.406 0.201 -2.526 0.07
H 0.248 -7.189 0.253 0.08
C 8.117 5.555 2.228 -0.06
C 5.152 -4.867 -3.158 -0.06
O 2.012 3.207 -0.245 -0.05
H 6.213 7.183 1.619 0.09
H -2.376 2.758 0.394 -0.15
O -6.677 3.033 -0.864 -0.06
H 7.531 4.867 2.838 0.08
C -0.055 -5.303 -0.761 -0.49
C 0.187 -4.670 -2.122 -0.05
H -0.095 -7.352 -1.480 0.08
C 7.416 5.825 0.906 -0.50
H 1.494 -6.800 -0.923 0.05
P -1.286 -0.003 1.835 0.68
H 4.730 -3.969 -2.704 0.08
C -7.091 2.863 -3.232 -0.07
C 8.214 6.789 0.041 -0.06
C 2.634 4.381 0.266 -0.49
C -6.942 -1.470 3.676 -0.50
O -6.147 -1.760 2.534 -0.06
H -7.420 3.903 -3.265 0.07
H 1.486 -0.940 1.210 0.05
C 4.692 -7.251 -3.806 -0.06
H 6.020 -5.154 -2.557 0.08
H 3.944 -8.045 -3.812 0.08
H -6.476 -3.319 4.700 0.08
H -1.119 -5.260 -0.523 0.14
C -6.888 0.818 -1.786 -0.06
H -2.840 0.586 -0.925 -0.15
C 3.877 4.712 -0.547 -0.07
H -0.153 -3.634 -2.126 0.08
H -5.875 0.359 4.097 0.07
H -4.810 0.071 1.366 -0.06
H 8.328 7.753 0.544 0.08
H 1.309 5.743 -0.768 0.08
H 7.696 6.976 -0.901 0.08
H -2.329 -1.928 0.796 0.00
C -1.278 -1.687 1.002 -0.44
H 1.557 -4.575 0.050 0.08
H 3.616 4.894 -1.595 0.08
C 1.643 5.534 0.252 -0.06
H 9.208 6.394 -0.179 0.08
O 3.672 -6.260 -1.857 -0.07
H 9.108 5.125 2.071 0.08
H -5.352 -2.210 2.832 0.09
C 0.381 0.849 1.601 -0.53
H 4.383 5.595 -0.154 0.05
H 2.086 6.443 0.666 0.07
H -7.903 -3.408 3.677 0.07

***

[4]
13
Properties=species:S:1:pos:R:3:lowdin_charge:R:1 method="wB97M-V/def2-TZVPD" de_lowest_kcal_mol=40.4 lumo_energy_ev=0.8 homo_lumo_gap_ev=9.77 e_tot_ev=-9375.3435 smiles="OC1C=COC=C1"
H -0.613 -0.689 2.175 0.14
H 0.688 2.030 -1.003 0.14
H -0.262 0.297 -2.595 0.13
C -0.176 0.118 -1.525 -0.13
O -0.796 -1.000 -1.187 0.01
H -0.144 1.697 1.291 0.15
C -0.930 -1.265 0.101 -0.14
C 0.242 0.825 0.713 -0.39
H -1.540 -2.144 0.362 0.13
C -0.499 -0.433 1.057 -0.02
O 1.576 0.657 1.308 -0.03
C 0.306 1.021 -0.686 -0.05
H 1.977 -0.035 0.839 0.05